C39H48FeN9S2 as an isolated structure. Source: the Open Molecules 2025 dataset; level of theory: ωB97M-V/def2-TZVPD.

```
99
Properties=species:S:1:pos:R:3:forces:R:3
Fe 0.285 -0.097 -0.892 -0.066 0.455 -0.786
C 0.637 1.484 0.700 0.029 -0.078 0.037
C -0.803 1.506 0.664 0.210 -0.292 -0.142
C -1.166 1.994 -0.629 0.042 0.163 -0.111
C 0.052 2.259 -1.326 -0.122 -0.015 0.300
C 1.169 1.983 -0.507 -0.029 0.033 0.188
C 2.612 2.359 -0.796 0.037 -0.036 0.061
C 3.404 2.394 0.514 -0.019 -0.014 -0.045
C 3.293 1.380 -1.756 -0.005 -0.004 -0.010
C 2.621 3.757 -1.427 0.048 -0.014 0.048
C -2.509 2.348 -1.278 -0.020 -0.109 -0.029
C -2.277 3.360 -2.412 -0.031 -0.039 0.022
C -3.475 3.005 -0.291 -0.051 0.056 -0.077
C -3.191 1.124 -1.910 0.044 0.076 0.103
C -1.598 1.187 1.933 0.030 0.058 0.037
C -2.875 0.358 1.684 -0.103 0.003 0.012
C -1.950 2.512 2.635 -0.033 0.078 -0.040
C -0.721 0.417 2.936 0.015 0.026 -0.017
H 1.214 1.219 1.566 0.115 -0.063 0.036
H 0.111 2.653 -2.322 -0.003 0.029 -0.150
H 3.449 1.408 0.980 -0.007 -0.042 0.006
H 2.959 3.085 1.230 -0.026 0.048 0.029
H 4.424 2.725 0.316 0.064 -0.011 -0.002
H 3.352 0.381 -1.325 0.009 -0.011 0.018
H 4.307 1.721 -1.970 0.052 0.025 -0.018
H 2.758 1.305 -2.704 -0.045 -0.002 -0.037
H 2.065 4.469 -0.817 -0.021 0.043 0.059
H 2.184 3.750 -2.424 -0.047 -0.015 -0.064
H 3.647 4.113 -1.517 0.064 0.023 -0.028
H -1.646 4.187 -2.089 -0.005 0.078 0.038
H -3.236 3.770 -2.729 -0.057 -0.007 -0.037
H -1.817 2.892 -3.281 0.077 -0.041 -0.047
H -3.062 3.932 0.111 0.026 -0.004 -0.017
H -3.740 2.354 0.534 -0.008 0.015 -0.082
H -4.396 3.254 -0.821 -0.045 0.031 -0.006
H -2.534 0.670 -2.649 0.054 0.028 -0.013
H -4.109 1.435 -2.409 -0.082 0.045 -0.052
H -3.454 0.374 -1.169 -0.034 -0.095 0.060
H -3.778 0.948 1.835 -0.011 -0.039 0.030
H -2.927 -0.485 2.372 0.002 -0.062 0.021
H -2.911 -0.053 0.681 -0.007 -0.016 -0.046
H -2.653 3.118 2.067 0.088 -0.047 0.072
H -1.050 3.104 2.803 0.057 0.019 0.012
H -2.396 2.296 3.606 -0.041 -0.014 0.065
H -0.287 -0.486 2.513 -0.023 0.015 -0.016
H -1.339 0.122 3.785 -0.016 0.008 0.035
H 0.089 1.032 3.323 0.059 0.034 0.016
S 0.063 -0.014 -3.305 0.052 0.081 0.229
C -0.959 -1.406 -3.384 -0.239 -0.142 -0.092
N -1.156 -1.986 -4.551 0.047 0.048 -0.033
N -2.116 -2.875 -4.736 0.211 -0.234 -0.194
C -3.430 -2.966 -4.234 0.005 0.018 0.080
C -4.102 -1.886 -3.672 -0.006 0.053 -0.021
C -5.424 -2.034 -3.290 0.006 0.000 0.056
C -6.083 -3.246 -3.453 0.016 -0.033 -0.040
C -5.411 -4.312 -4.032 -0.011 0.059 0.010
C -4.090 -4.173 -4.429 -0.076 0.007 0.131
N -1.534 -2.003 -2.289 0.110 0.275 0.536
N -1.218 -1.530 -1.152 -0.219 -0.601 -0.317
C -1.716 -2.306 -0.056 0.143 0.159 -0.141
C -0.880 -2.475 1.038 -0.087 -0.100 0.034
C -1.336 -3.190 2.137 0.016 0.008 -0.073
C -2.616 -3.723 2.132 -0.028 -0.011 0.018
C -3.439 -3.556 1.023 -0.006 0.006 0.001
C -2.993 -2.852 -0.081 -0.005 -0.025 0.085
H -1.947 -3.428 -5.565 -0.040 0.175 0.012
H -3.608 -0.932 -3.543 -0.020 -0.092 -0.018
H -5.941 -1.189 -2.854 -0.022 0.017 0.000
H -7.113 -3.355 -3.142 -0.022 0.001 0.010
H -5.909 -5.261 -4.175 -0.031 -0.026 -0.001
H -3.564 -5.008 -4.873 0.048 -0.036 -0.020
H 0.137 -2.099 1.022 0.029 0.048 0.010
H -0.682 -3.333 2.986 0.011 0.003 0.015
H -2.974 -4.276 2.991 -0.002 -0.004 0.001
H -4.436 -3.976 1.020 -0.011 -0.009 0.008
H -3.621 -2.711 -0.949 -0.038 0.022 -0.079
N 1.703 -1.492 -1.025 -0.104 -0.053 0.227
C 2.171 -2.510 -1.375 0.108 0.548 0.388
N 2.672 -3.580 -1.804 -0.309 -0.282 -0.600
C 3.601 -4.272 -1.194 0.087 0.086 0.097
N 4.431 -4.905 -0.699 0.260 -0.178 0.207
N 4.372 -2.350 1.338 -0.041 0.244 0.116
C 4.100 -1.346 2.196 0.083 -0.190 -0.045
S 2.508 -1.007 2.571 -0.118 0.072 0.106
N 5.207 -0.725 2.680 0.065 -0.025 -0.119
C 5.402 0.393 3.522 0.034 -0.033 -0.052
C 4.396 1.113 4.155 0.058 -0.009 0.007
C 4.739 2.198 4.949 -0.016 -0.004 -0.002
C 6.057 2.579 5.128 0.023 0.007 -0.006
C 7.058 1.854 4.497 0.014 -0.012 0.004
C 6.733 0.772 3.703 -0.050 0.034 0.024
H 3.593 -2.855 0.958 0.089 -0.130 0.040
H 5.303 -2.638 1.088 -0.010 -0.108 -0.068
H 6.082 -1.090 2.329 -0.100 0.019 0.021
H 3.368 0.825 4.033 -0.086 -0.023 -0.016
H 3.949 2.750 5.439 -0.046 0.038 0.029
H 6.304 3.427 5.750 0.009 0.032 0.028
H 8.096 2.128 4.623 0.020 0.011 0.003
H 7.521 0.210 3.215 0.033 -0.024 -0.029
```
Positions in Å, forces in eV/Å.

## Properties
* frontier orbital gap (alpha / beta): 6.57 / 5.90 eV
* energy above the lowest of the compared OMol25 structures with the same formula, charge and spin: 15.6 kcal/mol
* LUMO (alpha / beta): -0.0451 / -0.0589 Ha
* ⟨S²⟩: 8.991
* spin multiplicity: 6